Model P:
Computed, not measured: a 3-piece molecular cluster, C3H12NO3 overall, with ωB97M-V/def2-TZVPD.

orbital gap = 0.29648 hartree
E_LUMO = 4.17 eV
2S+1 = 1
net charge = -1

Each atom is followed by the atoms it is bonded to, with distances in Å.
Cartesian coordinates (Å):
1 C -0.87 1.60 -0.93  C2 1.504, N5 1.484, H6 1.130, H7 1.103
2 C 0.04 1.63 0.26  C1 1.504, C3 1.549, H8 1.117, H9 1.089
3 C 0.01 0.30 1.06  C2 1.549, O4 1.373, H10 1.100, H11 1.103
4 O 0.31 -0.78 0.26  C3 1.373
5 N -1.26 0.34 -1.62  C1 1.484, H12 1.007, H13 1.004
6 H -0.61 2.33 -1.75  C1 1.130
7 H -1.82 2.04 -0.57  C1 1.103
8 H 1.12 1.75 0.00  C2 1.117
9 H -0.20 2.57 0.75  C2 1.089
10 H -0.95 0.21 1.58  C3 1.100
11 H 0.87 0.21 1.75  C3 1.103
12 H -1.94 -0.21 -1.12  N5 1.007
13 H -0.46 -0.27 -1.62  N5 1.004
14 H 1.78 -0.46 -0.27  O16 1.034
15 H 2.91 -0.94 -1.18  O16 0.940
16 O 2.68 -0.17 -0.69  H14 1.034, H15 0.940
17 H -0.43 -1.79 0.94  O19 1.076
18 H -1.28 -2.02 2.36  O19 0.991
19 O -1.15 -2.41 1.46  H17 1.076, H18 0.991

Mulliken atomic charge list, values in e, 4 entries: -0.5877 -0.4434 -0.6323 -0.9551

---

Model Q:
Computed, not measured: a 3-piece molecular cluster, C3H12NO3 overall, with ωB97M-V/def2-TZVPD.

orbital gap = 0.28987 hartree
E_LUMO = 4.03 eV
2S+1 = 1
net charge = -1

Each atom is followed by the atoms it is bonded to, with distances in Å.
Cartesian coordinates (Å):
1 C 0.49 0.07 -1.35  N2 1.431, C5 1.525, H6 1.072, H7 1.208
2 N -0.73 0.46 -0.73  C1 1.431, C3 1.496, H8 1.036
3 C -1.06 -0.61 0.26  N2 1.496, O4 1.321, H9 1.109, H10 1.115
4 O -0.55 -0.56 1.48  C3 1.321
5 C 0.58 0.72 -2.72  C1 1.525, H11 1.042, H12 1.086, H13 1.021
6 H 0.56 -1.00 -1.32  C1 1.072
7 H 1.51 0.35 -0.77  C1 1.208
8 H -0.66 1.44 -0.40  N2 1.036
9 H -2.16 -0.54 0.37  C3 1.109
10 H -0.83 -1.51 -0.35  C3 1.115
11 H -0.16 1.41 -2.97  C5 1.042
12 H 1.50 1.29 -2.63  C5 1.086
13 H 0.69 0.13 -3.55  C5 1.021
14 H -0.14 -2.01 2.49  O16 1.050
15 H -0.03 -1.58 4.09  O16 0.936
16 O 0.04 -2.29 3.48  H14 1.050, H15 0.936
17 H 0.39 0.62 1.84  O19 1.095
18 H -0.11 2.03 1.32  O19 0.931
19 O 0.70 1.60 1.47  H17 1.095, H18 0.931

Mulliken atomic charge list, values in e, 4 entries: -0.2118 -0.3353 -0.5059 -0.8015

---

Stability, highest: model P

---

Model P:
Computed, not measured: a 4-piece molecular cluster, C3H12O3 overall, with ωB97M-V/def2-TZVPD.

orbital gap (spin up / spin down) = 0.10404 / 0.37157 hartree
E_LUMO (spin up / spin down) = 3.49 / 3.36 eV
2S+1 = 2
⟨S²⟩ = 0.75
net charge = -1

Each atom is followed by the atoms it is bonded to, with distances in Å.
Cartesian coordinates (Å):
1 C 2.67 1.65 -1.51  C2 1.520, H4 1.091, H5 1.106, H6 1.081
2 C 2.16 1.54 -0.08  C1 1.520, C3 1.341, H7 1.069
3 C 0.87 1.41 0.27  C2 1.341, H8 1.102, H9 1.069
4 H 3.73 1.39 -1.54  C1 1.091
5 H 2.10 0.94 -2.13  C1 1.106
6 H 2.67 2.64 -1.94  C1 1.081
7 H 2.90 1.93 0.59  C2 1.069
8 H 0.56 1.48 1.32  C3 1.102
9 H 0.11 1.43 -0.49  C3 1.069
10 H -3.10 -1.87 0.61  O12 0.955
11 H -1.77 -2.90 0.80  O12 0.962
12 O -2.53 -2.58 0.31  H10 0.955, H11 0.962
13 H -2.39 -1.20 -0.85  O15 0.984
14 H -1.94 -0.02 -1.80  O15 0.956
15 O -2.70 -0.44 -1.40  H13 0.984, H14 0.956
16 H -1.07 -2.54 2.26  O18 0.969
17 H -0.81 -1.07 2.82  O18 0.970
18 O -1.45 -1.80 2.76  H16 0.969, H17 0.970

Mulliken atomic charge list, values in e, 4 entries: -1.1409 -0.2257 -0.7191 0.3134

---

Model Q:
Computed, not measured: a 3-piece molecular cluster, C3H12O3 overall, with ωB97M-V/def2-TZVPD.

orbital gap (spin up / spin down) = 0.08610 / 0.39209 hartree
E_LUMO (spin up / spin down) = 3.40 / 3.36 eV
2S+1 = 2
⟨S²⟩ = 0.75
net charge = -1

Each atom is followed by the atoms it is bonded to, with distances in Å.
Cartesian coordinates (Å):
1 C -0.23 -1.03 -1.34  C2 1.526, H5 1.094, H6 1.096, H7 1.093
2 C -0.69 0.14 -0.47  C1 1.526, C3 1.523, O4 1.447, H8 1.092
3 C 0.45 0.88 0.21  C2 1.523, H9 1.092, H10 1.086, H11 1.080
4 O -1.51 1.05 -1.25  C2 1.447, H12 0.968
5 H -1.05 -1.36 -1.98  C1 1.094
6 H 0.65 -0.74 -1.93  C1 1.096
7 H 0.08 -1.85 -0.69  C1 1.093
8 H -1.39 -0.20 0.29  C2 1.092
9 H 1.17 0.15 0.60  C3 1.092
10 H 1.00 1.49 -0.49  C3 1.086
11 H 0.07 1.59 0.93  C3 1.080
12 H -0.88 1.52 -1.82  O4 0.968
13 H 4.86 -2.88 1.96  O15 0.971
14 H 3.79 -2.00 2.57  O15 0.972
15 O 3.91 -2.87 2.15  H13 0.971, H14 0.972
16 H -4.04 1.57 0.49  O18 0.962
17 H -2.64 2.12 0.29  O18 0.974
18 O -3.55 2.40 0.48  H16 0.962, H17 0.974

Mulliken atomic charge list, values in e, 4 entries: -2.0048 0.5216 -1.8663 -0.2196

---

Stability, highest: model Q